Record 1
# C4H7O2P

An isolated molecule of C4H7O2P in a non-equilibrium geometry (ωB97M-V/def2-TZVPD, OMol25).

orbital gap (spin up / spin down): 7.06 / 7.06 eV
spin multiplicity: 1
energy relative to the best compared isomer or geometry (same formula, charge and spin): 247.5 kJ/mol
E_tot: -648.3683 Eh
maximum force: 0.141 hartree/bohr

Geometry (Å):
C: 0.950 0.642 0.090
C: 0.859 -0.756 -0.635
C: -0.401 1.265 0.350
C: 0.082 -1.668 0.117
O: -2.986 0.720 0.159
O: -1.199 -1.182 0.416
P: -1.763 0.232 -0.467
H: 1.605 0.398 0.888
H: 1.724 1.250 -0.528
H: 0.090 -0.488 -1.424
H: 1.878 -1.171 -0.710
H: -0.605 1.181 1.386
H: -0.476 2.225 -0.004
H: 0.242 -2.647 0.361

***

Record 2
# C4H12N4

A cluster of 3 separate species, C4H12N4 in total in a non-equilibrium geometry (ωB97M-V/def2-TZVPD, OMol25).

orbital gap: 9.11 eV
spin multiplicity: 1
energy relative to the best compared isomer or geometry (same formula, charge and spin): 373.1 kJ/mol
E_tot: -378.4962 Eh
maximum force: 0.045 hartree/bohr

Geometry (Å):
C: 0.636 0.713 3.178
N: 0.556 0.847 1.754
N: 1.131 1.668 1.095
N: 1.485 2.261 0.198
H: 0.313 -0.713 0.283
H: 0.644 1.340 -1.686
H: 0.062 -0.182 3.449
H: 0.195 1.588 3.682
H: 1.674 0.590 3.519
C: -0.589 -2.189 -0.814
N: 0.510 -1.274 -0.550
C: -0.142 0.821 -2.241
C: -1.421 1.039 -1.969
H: 1.362 -1.793 -0.363
H: 0.153 0.310 -3.144
H: -1.467 -1.608 -1.065
H: -0.330 -2.810 -1.672
H: -0.834 -2.845 0.031
H: -1.728 1.591 -1.097
H: -2.209 0.647 -2.589

***

Record 3
# C11H21N3O4

A structure of composition C11H21N3O4 in a non-equilibrium geometry (ωB97M-V/def2-TZVPD, OMol25).

orbital gap: 9.25 eV
spin multiplicity: 1
energy relative to the best compared isomer or geometry (same formula, charge and spin): 862.4 kJ/mol
E_tot: -896.7307 Eh
maximum force: 0.174 hartree/bohr

Geometry (Å):
C: 0.645 0.176 -1.753
C: 1.482 0.929 -0.734
C: 0.651 -1.422 -1.657
C: 1.922 -2.083 -2.191
C: 0.130 -1.782 -0.242
C: 0.018 -3.277 -0.023
C: -0.403 2.496 0.209
C: -0.325 3.691 1.221
C: -1.534 1.569 0.775
C: -1.146 0.734 2.025
C: -2.316 -0.239 2.330
H: 1.202 1.569 -3.233
H: 2.183 0.241 -3.180
H: -0.352 0.493 -1.612
H: -0.197 -1.611 -2.292
H: 2.981 -1.227 -1.841
H: 2.177 -3.168 -1.732
H: 1.824 -2.120 -3.460
H: -0.873 -1.335 -0.181
H: 0.744 -1.552 0.645
H: -0.530 -4.027 -0.794
H: -0.369 -3.415 1.012
H: 1.002 -3.912 0.114
H: 1.541 2.384 0.667
H: -0.673 3.101 -0.798
H: -2.523 2.141 0.974
H: -1.644 0.971 -0.142
H: -0.977 1.389 2.952
H: -0.072 0.284 1.949
H: -2.819 -2.513 2.004
H: -1.152 -2.439 1.540
H: 0.498 4.236 2.825
N: 1.142 0.534 -3.137
N: 0.930 1.818 0.138
N: -2.005 -1.583 2.545
O: 2.677 0.631 -0.728
O: -1.102 4.607 1.137
O: -3.420 0.208 2.476
O: 0.682 3.500 2.191

***

Record 4
# C4HFeO2

A structure of composition C4HFeO2 in a non-equilibrium geometry (ωB97M-V/def2-TZVPD, OMol25).

orbital gap (spin up / spin down): 8.36 / 5.15 eV
total charge: +1
spin multiplicity: 5
⟨S²⟩: 6.22
E_tot: -1566.5269 Eh
maximum force: 0.104 hartree/bohr

Geometry (Å):
O: 0.664 -0.751 -1.278
C: 0.303 -1.505 2.716
C: -0.014 -1.153 1.539
C: -0.263 -0.749 0.270
C: 0.062 0.400 -0.354
O: -0.460 1.493 -0.621
Fe: -0.236 3.262 -0.397
H: -0.056 -0.997 -1.874

***

Number 1: molar mass 118.1 Da. Number 2: molar mass 116.2 Da. Number 3: molar mass 259.3 Da. Number 4: molar mass 136.9 Da.